(1)
A single C6H8N2O molecule, computed with ωB97M-V/def2-TZVPD.

Calculated values
* HOMO-LUMO gap: 8.97 eV
* E_LUMO: 0.586 eV
* charge: 0
* electronic energy: -417.95534 Ha
* HOMO: -8.4 eV
* strongest force on any atom: 8.45 eV/Å
* ΔE to the lowest compared entry with this formula, charge and spin: 598.5 kJ/mol

XYZ file:
```
17
C6H8N2O | the Open Molecules 2025 dataset | ωB97M-V/def2-TZVPD
O -0.440 -2.870 1.328
C 0.014 -2.335 0.180
C -0.082 -0.781 0.045
N -0.578 -0.085 1.008
N -1.077 1.148 0.541
C -0.155 2.185 0.835
C -0.382 1.685 -0.556
C 0.709 0.916 -1.152
C 0.801 -0.326 -1.052
H -1.378 -2.286 1.467
H 1.086 -2.587 0.379
H -0.525 -2.339 -0.940
H 0.701 1.873 1.504
H -0.618 3.020 1.246
H -0.896 2.219 -1.417
H 1.323 1.650 -1.876
H 1.495 -1.087 -1.541
```

---

(2)
7 unconnected molecules or ions with the total composition CH16O6S, computed with ωB97M-V/def2-TZVPD.

Calculated values
* HOMO-LUMO gap: 9.19 eV
* E_LUMO: 0.270 eV
* charge: 0
* electronic energy: -897.26555 Ha
* HOMO: -8.9 eV
* strongest force on any atom: 2.03 eV/Å
* ΔE to the lowest compared entry with this formula, charge and spin: 151.1 kJ/mol

XYZ file:
```
24
CH16O6S | the Open Molecules 2025 dataset | ωB97M-V/def2-TZVPD
C -1.313 -2.714 2.599
S -2.570 -2.849 3.986
H -1.838 -2.100 1.876
H -1.079 -3.635 2.092
H -0.548 -2.211 3.166
H -2.057 -3.999 4.435
O 1.328 -2.377 -2.836
H 0.573 -2.751 -3.242
H 1.589 -1.567 -3.287
O 1.330 5.954 -1.054
H 1.974 5.482 -1.567
H 1.574 6.877 -1.242
O 3.281 -1.226 5.317
H 3.673 -1.888 5.892
H 2.446 -1.080 5.745
O 0.261 2.737 -4.535
H -0.463 2.963 -5.086
H 1.041 2.907 -5.060
O -3.300 -1.303 -1.621
H -2.794 -2.010 -1.183
H -2.548 -0.722 -1.779
O -0.520 1.649 -0.738
H 0.388 1.343 -0.751
H -0.426 2.521 -1.127
```

---

(3)
A single C3H5FS molecule, computed with ωB97M-V/def2-TZVPD.

Calculated values
* HOMO-LUMO gap: 10.02 eV
* E_LUMO: 0.847 eV
* charge: 0
* electronic energy: -615.30409 Ha
* HOMO: -9.2 eV
* strongest force on any atom: 5.17 eV/Å
* ΔE to the lowest compared entry with this formula, charge and spin: 86.5 kJ/mol

XYZ file:
```
10
C3H5FS | the Open Molecules 2025 dataset | ωB97M-V/def2-TZVPD
C -1.316 0.684 -0.523
C -0.695 -0.358 -0.168
F -1.043 -1.560 -0.478
C 0.639 -0.390 0.642
S 2.035 -0.430 -0.606
H -2.285 0.573 -1.040
H -0.925 1.707 -0.327
H 0.383 -1.284 1.241
H 0.685 0.374 1.394
H 2.522 0.685 -0.136
```

---

(4)
A gas-phase ion, C14H22F8N3O2 (charge +1), computed with ωB97M-V/def2-TZVPD.

Calculated values
* HOMO-LUMO gap: 10.10 eV
* E_LUMO: -3.680 eV
* charge: +1
* electronic energy: -1660.08686 Ha
* HOMO: -13.8 eV
* strongest force on any atom: 1.20 eV/Å
* ΔE to the lowest compared entry with this formula, charge and spin: 0.0 kJ/mol

XYZ file:
```
49
C14H22F8N3O2 | the Open Molecules 2025 dataset | ωB97M-V/def2-TZVPD
C 2.180 -2.266 -0.368
C 2.345 -1.778 -1.812
C 1.426 -2.575 -2.762
C 2.041 -0.283 -1.989
C 2.696 0.641 -0.970
N 1.700 1.004 0.111
C 1.892 2.302 0.536
N 0.904 3.029 0.981
C -0.483 2.580 1.168
C -0.686 1.732 2.430
O -0.608 0.347 2.146
C -1.700 -0.418 2.597
C -2.897 -0.378 1.646
F -3.946 -0.994 2.265
F -3.248 0.922 1.393
C -2.679 -1.067 0.277
F -2.173 -2.317 0.487
F -1.747 -0.337 -0.395
C -3.903 -1.171 -0.682
F -3.418 -1.777 -1.810
F -4.295 0.090 -1.003
C -5.144 -1.991 -0.239
F -5.978 -1.198 0.481
F -4.749 -3.036 0.534
N 3.162 2.912 0.473
C 3.682 2.854 -0.901
O 3.065 1.821 -1.638
H 1.134 -2.488 -0.147
H 2.741 -3.194 -0.222
H 2.558 -1.568 0.386
H 3.369 -1.975 -2.147
H 1.146 -1.974 -3.633
H 1.916 -3.474 -3.138
H 0.500 -2.863 -2.262
H 0.963 -0.132 -1.934
H 2.366 0.057 -2.974
H 3.553 0.125 -0.516
H 1.750 0.368 0.906
H 1.148 3.983 1.213
H -1.089 3.484 1.253
H -0.810 2.035 0.280
H 0.069 1.985 3.181
H -1.669 1.982 2.840
H -2.065 -0.085 3.576
H -1.371 -1.454 2.704
H -5.657 -2.359 -1.132
H 3.782 2.383 1.079
H 4.768 2.732 -0.848
H 3.458 3.784 -1.425
```

---

(5)
9 unconnected molecules or ions with the total composition C42H109N7O13, computed with ωB97M-V/def2-TZVPD.

Calculated values
* HOMO-LUMO gap (alpha / beta): 1.51 / 8.53 eV
* E_LUMO (alpha / beta): 2.047 / 2.022 eV
* 2S+1: 2
* ⟨S²⟩: 0.751
* charge: -1
* electronic energy: -3026.66826 Ha
* HOMO (alpha / beta): 0.5 / -6.5 eV
* strongest force on any atom: 2.95 eV/Å

XYZ file:
```
171
C42H109N7O13 | the Open Molecules 2025 dataset | ωB97M-V/def2-TZVPD
C -4.985 -0.830 5.306
C -5.072 -1.339 3.819
C -4.289 -2.619 3.668
O -6.432 -1.537 3.487
H -5.607 0.061 5.392
H -3.956 -0.642 5.612
H -5.285 -1.593 6.023
H -4.753 -0.564 3.122
H -4.893 -3.423 4.089
H -3.372 -2.590 4.256
H -4.101 -2.881 2.627
H -6.640 -1.062 2.679
C 0.610 3.398 2.629
C 0.839 4.808 2.257
C -0.257 5.730 2.814
O 2.112 5.159 2.844
H -0.370 3.037 2.318
H 0.683 3.228 3.703
H 1.393 2.713 2.303
H 0.957 4.945 1.182
H -1.275 5.430 2.567
H -0.213 6.718 2.356
H -0.193 5.810 3.900
H 2.797 4.589 2.488
C 6.504 -0.649 1.678
O 5.744 -1.834 1.536
C 4.417 -1.742 1.990
C 3.691 -3.070 2.199
N 3.163 -3.434 0.884
C 2.338 -4.652 1.022
C 1.759 -5.120 -0.392
O 2.679 -5.871 -1.208
C 2.463 -5.803 -2.561
H 7.543 -0.877 1.440
H 6.448 -0.221 2.679
H 6.253 0.146 0.976
H 3.901 -1.102 1.274
H 4.409 -1.331 3.000
H 2.879 -2.995 2.922
H 4.431 -3.772 2.584
H 3.938 -3.449 0.236
H 1.517 -4.517 1.726
H 2.876 -5.468 1.504
H 1.375 -4.251 -0.927
H 0.912 -5.786 -0.227
H 1.444 -6.103 -2.808
H 3.250 -6.400 -3.021
H 2.568 -4.768 -2.885
C -2.851 4.516 -0.432
O -3.744 3.721 0.393
C -3.103 2.959 1.460
C -4.172 2.222 2.327
N -4.913 3.202 3.068
C -5.919 2.570 3.906
C -6.773 3.632 4.492
O -7.763 2.882 5.246
C -8.996 3.548 5.501
H -3.504 5.053 -1.121
H -2.211 3.853 -1.015
H -2.387 5.321 0.138
H -2.618 3.694 2.104
H -2.307 2.353 1.028
H -3.692 1.514 3.003
H -4.885 1.626 1.758
H -5.384 3.690 2.320
H -5.396 2.006 4.678
H -6.554 1.872 3.360
H -7.153 4.266 3.692
H -6.341 4.369 5.169
H -9.371 3.793 4.507
H -8.846 4.459 6.080
H -9.666 2.838 5.986
C 6.445 0.379 -7.873
O 6.303 0.008 -6.481
C 7.009 0.910 -5.566
C 7.104 0.177 -4.224
N 5.731 0.156 -3.611
C 5.803 -0.767 -2.450
C 4.498 -1.056 -1.804
O 3.707 -1.814 -2.705
C 2.375 -1.736 -2.404
H 6.032 -0.401 -8.512
H 7.497 0.540 -8.109
H 5.852 1.268 -8.090
H 6.460 1.850 -5.512
H 8.019 1.107 -5.924
H 7.948 0.569 -3.655
H 7.449 -0.827 -4.471
H 5.021 -0.002 -4.312
H 6.357 -0.293 -1.639
H 6.355 -1.619 -2.847
H 4.034 -0.154 -1.405
H 4.720 -1.731 -0.977
H 2.070 -1.922 -1.374
H 1.789 -2.376 -3.063
H 2.109 -0.728 -2.722
C -2.166 2.248 5.488
O -2.127 0.848 5.321
C -0.775 0.399 5.210
C -0.698 -1.069 5.511
N 0.509 -1.686 5.006
C 0.614 -3.170 5.212
C -0.441 -3.970 4.415
O -0.394 -3.758 3.023
C -1.247 -4.507 2.253
H -3.219 2.464 5.311
H -1.682 2.715 4.631
H -1.854 2.738 6.411
H -0.202 0.858 6.016
H -0.283 0.666 4.275
H -1.612 -1.499 5.102
H -0.770 -1.227 6.587
H 0.462 -1.549 4.006
H 0.461 -3.424 6.261
H 1.605 -3.478 4.880
H -1.435 -3.644 4.721
H -0.256 -5.034 4.560
H -2.313 -4.295 2.344
H -1.064 -5.565 2.441
H -0.958 -4.362 1.213
C -0.209 -4.540 -5.449
C -1.066 -3.370 -5.953
C -1.114 -2.167 -4.951
O -1.757 -2.448 -3.717
C -1.640 -1.282 -2.827
N -0.573 -2.885 -7.258
H 0.028 -5.317 -6.175
H -0.682 -5.039 -4.603
H 0.736 -4.191 -5.034
H -2.073 -3.769 -6.080
H -1.648 -1.371 -5.469
H -0.099 -1.836 -4.735
H -1.792 -1.528 -1.776
H -2.274 -0.424 -3.054
H -0.620 -0.898 -2.811
H 0.395 -2.633 -7.117
H -1.123 -2.079 -7.520
C -1.829 2.716 -5.644
C -0.811 3.702 -6.285
C 0.547 3.510 -5.502
O 0.470 3.985 -4.176
C 1.694 4.391 -3.589
N -0.762 3.343 -7.701
H -2.631 2.380 -6.301
H -2.251 3.068 -4.703
H -1.314 1.772 -5.462
H -1.147 4.730 -6.148
H 1.331 4.049 -6.034
H 1.013 2.525 -5.518
H 2.402 3.564 -3.546
H 1.383 4.625 -2.571
H 2.167 5.280 -4.006
H -0.460 2.394 -7.872
H 0.047 3.840 -8.046
C -1.382 -0.598 1.572
C -0.123 -0.926 0.784
C 0.443 0.291 0.060
O -0.372 0.678 -1.048
C 0.113 1.848 -1.675
N 0.899 -1.549 1.569
H -1.287 0.289 2.198
H -1.652 -1.457 2.186
H -2.215 -0.408 0.895
H -0.328 -1.623 -0.028
H 1.474 0.110 -0.244
H 0.492 1.058 0.832
H -0.580 2.305 -2.381
H 1.091 1.762 -2.148
H 0.349 2.656 -0.983
H 0.568 -2.445 1.898
H 1.684 -1.761 0.970
```

---

(6)
A single C4H8INOS molecule, computed with ωB97M-V/def2-TZVPD.

Calculated values
* HOMO-LUMO gap: 9.36 eV
* E_LUMO: 0.371 eV
* charge: 0
* electronic energy: -983.00990 Ha
* HOMO: -9.0 eV
* strongest force on any atom: 1.93 eV/Å
* ΔE to the lowest compared entry with this formula, charge and spin: 95.3 kJ/mol

XYZ file:
```
16
C4H8INOS | the Open Molecules 2025 dataset | ωB97M-V/def2-TZVPD
C -0.821 0.563 -1.005
C -0.088 -0.374 -0.089
C 1.828 -1.221 1.295
C 1.159 -0.293 0.345
N -2.110 1.016 -0.523
O -3.645 2.620 0.647
S -2.234 2.516 0.340
I 2.389 1.380 -0.161
H -0.994 0.040 -1.957
H -0.224 1.452 -1.215
H -0.659 -1.243 0.213
H 1.211 -2.096 1.483
H 2.006 -0.708 2.242
H 2.796 -1.539 0.911
H -2.630 0.301 -0.023
H -2.069 3.254 -0.884
```

---

(7)
A molecular structure, C12H43AsF6O9, computed with ωB97M-V/def2-TZVPD.

Calculated values
* HOMO-LUMO gap (alpha / beta): 2.95 / 8.37 eV
* E_LUMO (alpha / beta): 2.202 / 2.039 eV
* 2S+1: 2
* ⟨S²⟩: 0.752
* charge: -1
* electronic energy: -3995.07616 Ha
* HOMO (alpha / beta): -0.7 / -6.3 eV
* strongest force on any atom: 3.91 eV/Å

XYZ file:
```
71
C12H43AsF6O9 | the Open Molecules 2025 dataset | ωB97M-V/def2-TZVPD
O 23.966 9.186 -20.446
H 23.542 8.408 -20.813
H 24.513 9.613 -21.110
H 24.403 9.069 -19.599
As 27.111 8.031 -17.715
F 27.482 7.095 -19.219
F 25.635 8.579 -18.524
F 26.703 8.952 -16.174
F 28.696 7.492 -16.909
F 27.947 9.446 -18.333
F 26.227 6.617 -17.070
C 29.554 12.667 -17.955
C 30.219 12.286 -16.620
C 31.374 11.225 -16.710
O 30.670 13.478 -16.003
H 28.620 13.195 -17.762
H 29.494 11.811 -18.627
H 30.243 13.323 -18.488
H 29.536 11.796 -15.926
H 30.954 10.269 -17.022
H 31.988 11.037 -15.829
H 32.054 11.559 -17.494
H 30.776 13.265 -15.073
C 28.816 7.559 -13.401
C 29.857 8.381 -14.167
C 30.853 9.074 -13.248
O 30.563 7.512 -15.016
H 29.254 7.239 -12.456
H 28.293 6.784 -13.961
H 27.991 8.241 -13.194
H 29.337 9.084 -14.818
H 31.387 8.407 -12.571
H 30.302 9.608 -12.475
H 31.546 9.702 -13.809
H 29.921 7.276 -15.690
C 23.985 4.049 -16.506
O 22.953 4.007 -15.669
H 23.891 3.232 -17.221
H 24.020 4.916 -17.166
H 24.896 3.976 -15.912
H 23.094 4.588 -14.918
C 25.658 5.425 -20.734
O 25.480 6.785 -20.852
H 26.705 5.196 -20.932
H 25.344 5.204 -19.714
H 24.991 4.906 -21.423
H 26.112 7.163 -20.237
C 27.066 9.279 -22.101
O 25.987 10.110 -21.683
H 27.323 8.574 -21.311
H 26.740 8.757 -23.001
H 27.900 9.914 -22.400
H 26.223 11.039 -21.733
C 25.016 5.983 -14.056
O 23.597 6.147 -13.841
H 25.418 6.479 -14.940
H 25.526 6.370 -13.174
H 25.317 4.940 -14.148
H 23.467 6.164 -12.890
C 24.499 11.510 -17.392
O 23.620 10.674 -18.139
H 25.389 11.799 -17.951
H 24.125 12.369 -16.835
H 24.916 10.836 -16.643
H 22.903 10.455 -17.539
C 26.532 11.840 -14.162
O 27.049 12.249 -12.890
H 26.930 10.828 -14.240
H 25.452 11.731 -14.064
H 26.920 12.370 -15.032
H 27.497 13.085 -13.040
```

---

(8)
8 unconnected molecules or ions with the total composition C9H34O11, computed with ωB97M-V/def2-TZVPD.

Calculated values
* HOMO-LUMO gap: 9.47 eV
* E_LUMO: 0.146 eV
* charge: 0
* electronic energy: -1190.78643 Ha
* HOMO: -9.3 eV
* strongest force on any atom: 2.64 eV/Å

XYZ file:
```
54
C9H34O11 | the Open Molecules 2025 dataset | ωB97M-V/def2-TZVPD
O -7.240 -8.851 -1.475
C -6.229 -8.660 -0.543
C -5.795 -10.000 0.161
O -6.747 -10.477 1.052
H -7.965 -8.842 -0.846
H -5.365 -8.102 -0.903
H -6.623 -7.981 0.213
H -4.907 -9.858 0.777
H -5.325 -10.745 -0.482
H -7.377 -11.048 0.607
O -14.201 -13.014 -2.081
C -13.208 -12.839 -1.104
C -12.477 -11.468 -1.204
O -13.269 -10.373 -0.803
H -15.041 -12.701 -1.739
H -13.610 -12.893 -0.092
H -12.530 -13.674 -1.281
H -12.119 -11.383 -2.230
H -11.573 -11.486 -0.597
H -13.839 -10.288 -1.571
O -9.333 -15.011 2.968
C -7.916 -14.966 3.217
C -7.229 -15.792 2.045
O -7.359 -14.987 0.916
H -9.770 -14.419 3.585
H -7.641 -13.912 3.269
H -7.581 -15.445 4.136
H -7.771 -16.715 1.839
H -6.144 -15.892 2.075
H -6.819 -15.248 0.167
C -8.189 -12.643 -1.497
O -8.171 -12.478 -0.085
H -7.761 -11.762 -1.976
H -7.570 -13.472 -1.841
H -9.227 -12.726 -1.816
H -8.054 -13.345 0.310
C -8.572 -17.255 -1.255
O -9.937 -16.962 -1.495
H -7.981 -16.363 -1.462
H -8.464 -17.705 -0.269
H -8.247 -18.031 -1.948
H -10.341 -17.830 -1.430
C -8.285 -11.487 -5.089
O -8.251 -10.494 -6.089
H -9.213 -12.057 -5.111
H -7.508 -12.245 -5.192
H -8.283 -11.109 -4.067
H -9.085 -10.490 -6.563
O -9.955 -11.168 1.477
H -10.775 -11.649 1.587
H -9.327 -11.829 1.184
O -10.554 -15.006 0.562
H -9.887 -14.867 1.233
H -10.207 -15.717 0.022
```